C76H205N29O32 | ωB97M-V with the def2-TZVPD basis set

Strongest force on any atom (eV/A): 3.76
E (a.u.): -7014.1282
HOMO level (eV): -8.14
LUMO level (eV): 0.16
Orbital gap (eV): 8.30

Last column: Mulliken charge in e.
Atoms and positions in Å:
C  -2.9992  -2.6556  4.5617  0.0891
O  -4.2697  -3.1723  4.3090  0.2472
C  -4.4222  -4.4037  4.9824  -0.1476
C  -5.8997  -4.7392  4.9406  -0.9716
N  -6.0953  -6.0061  5.6042  -0.1290
C  -5.8965  -7.1687  4.7639  -0.0740
C  -6.7762  -8.3315  5.2679  -0.7461
O  -6.2408  -8.6246  6.5493  -0.2842
C  -6.8419  -9.7302  7.1857  -0.7038
H  -3.0129  -1.6034  4.3120  -0.6955
H  -2.3161  -3.1447  3.8474  -0.1303
H  -2.6089  -2.8518  5.5930  0.4823
H  -4.1335  -4.2705  6.0667  0.2945
H  -3.6726  -5.0996  4.5315  0.1045
H  -6.3115  -4.7206  3.9233  0.2709
H  -6.4411  -3.9181  5.3767  0.2860
H  -5.8815  -6.1455  6.5703  0.2764
H  -4.8136  -7.5375  4.6467  0.1508
H  -6.1745  -6.7876  3.7431  0.1361
H  -6.7403  -9.2454  4.6489  0.3833
H  -7.8296  -8.0515  5.4031  0.3642
H  -7.9455  -9.6280  7.0866  0.3073
H  -6.4948  -9.6519  8.2378  0.2148
H  -6.4620  -10.6792  6.7774  0.2556
C  -1.9253  1.1705  3.7970  -1.9429
O  -1.3893  1.0173  2.4948  1.5295
C  -1.0946  -0.3356  2.2472  -0.3012
C  -0.3419  -0.6337  0.9385  0.7808
N  -1.2838  -0.7612  -0.1728  1.3571
C  -0.8626  -0.0473  -1.3293  0.3787
C  0.2498  -0.7139  -2.0081  0.5554
O  0.7219  0.1845  -2.9959  1.6231
C  1.8362  -0.3389  -3.6565  0.0824
H  -2.9654  0.7986  3.8019  0.2388
H  -1.8643  2.1978  4.0510  0.4353
H  -1.3767  0.6237  4.5570  0.5060
H  -1.9817  -0.9794  2.2452  -0.5193
H  -0.5098  -0.7173  3.1204  0.3325
H  0.2051  -1.5652  1.1340  -1.3173
H  0.3678  0.1716  0.7641  -0.1511
H  -2.1782  -0.3088  0.0950  -0.4283
H  -0.5271  0.9693  -1.0435  -0.8742
H  -1.6903  0.1610  -2.0216  0.2779
H  -0.0356  -1.6846  -2.4982  -0.3736
H  1.0988  -0.9839  -1.2912  -1.1731
H  2.6290  -0.5910  -2.9625  -0.5913
H  2.1896  0.4119  -4.3821  0.4577
H  1.5726  -1.2792  -4.1868  -0.3796
C  -1.0580  6.9494  -7.3642  -0.9434
O  -1.0292  5.5353  -7.4669  -0.2451
C  -2.2845  5.0198  -7.9111  -0.9055
C  -2.1479  3.5742  -8.2342  -0.5130
N  -2.0838  2.7615  -7.0173  0.4624
C  -1.5923  1.4624  -7.4520  -1.9854
C  -1.6561  0.3781  -6.4465  1.1842
O  -2.9166  0.2437  -5.8902  -0.5373
C  -3.1544  -0.9572  -5.1423  -0.6368
H  -1.3314  7.3293  -8.3247  0.3885
H  -0.0820  7.2767  -7.0748  0.2656
H  -1.8128  7.2808  -6.6089  0.3299
H  -2.6893  5.7052  -8.6269  0.5912
H  -3.0188  5.1475  -7.1190  0.3439
H  -1.2314  3.4577  -8.8248  0.3706
H  -3.0207  3.2465  -8.9138  0.2933
H  -1.3573  3.1276  -6.4278  -0.3311
H  -0.5440  1.4518  -7.7593  0.4111
H  -2.1168  1.0883  -8.3415  0.7180
H  -0.9648  0.6694  -5.6424  -0.4427
H  -1.3624  -0.5459  -6.9497  0.2914
H  -3.0860  -1.8072  -5.7534  0.5054
H  -4.1003  -0.8202  -4.6046  0.2464
H  -2.3416  -0.9450  -4.3893  -0.0068
C  3.2659  -8.3605  0.3938  -0.6479
O  1.9170  -8.1778  0.7160  -0.4604
C  1.3431  -7.1624  -0.0803  0.3764
C  -0.0353  -6.8502  0.4686  -0.4900
N  -0.0313  -6.0756  1.7026  -0.1085
C  0.5231  -4.7539  1.6190  0.5048
C  0.5194  -4.1113  2.9937  -0.1741
O  1.5800  -4.8312  3.6513  -0.4749
C  1.6745  -4.4240  5.0052  -0.5099
H  3.7479  -7.4066  0.5126  0.2351
H  3.3579  -8.7474  -0.6247  0.2895
H  3.7667  -9.0713  1.0980  0.2631
H  1.3423  -7.5808  -1.1310  0.4887
H  1.9794  -6.2558  -0.1458  -0.4815
H  -0.5169  -7.8213  0.7163  0.3377
H  -0.6952  -6.2135  -0.1667  0.0858
H  0.4167  -6.6027  2.4546  0.3976
H  -0.0431  -4.1545  0.8873  -0.3677
H  1.5993  -4.6872  1.2923  -0.1895
H  -0.3940  -4.3273  3.5007  0.5774
H  0.7069  -3.0447  3.0703  -0.2670
H  2.3850  -5.0779  5.5016  0.3124
H  0.7264  -4.4439  5.6752  0.2347
H  1.9973  -3.3434  5.0920  0.0658
C  5.3940  -2.3748  4.9326  -0.6963
O  4.1622  -1.7302  5.0589  -0.4344
C  3.6488  -1.2937  3.7933  -0.5899
C  2.3664  -0.5253  3.9619  0.4164
N  2.7218  0.7819  4.4815  -0.4996
C  1.4579  1.4810  4.7183  -0.0308
C  1.7148  2.9252  5.1752  -0.0286
O  2.2179  2.9370  6.4968  -0.4725
C  3.0965  4.0063  6.7449  -0.5993
H  5.3097  -3.2654  4.2812  0.2340
H  5.7298  -2.7405  5.8911  0.3580
H  6.2478  -1.7705  4.4548  0.2383
H  3.5457  -2.2062  3.1763  0.2311
H  4.4298  -0.6750  3.2698  0.4353
H  1.7213  -1.0908  4.6064  0.7103
H  1.8502  -0.3526  2.9974  -0.8239
H  3.2102  0.7105  5.3373  0.3164
H  0.8826  0.8476  5.4107  0.6250
H  0.9863  1.5942  3.7727  -0.4531
H  0.7723  3.4967  5.0870  -0.3119
H  2.4824  3.3059  4.4728  0.3539
H  3.8914  4.1051  6.0230  0.3618
H  3.5402  3.8685  7.6760  0.4083
H  2.4669  4.9364  6.6327  0.1311
C  -0.9386  -5.4915  -5.5550  -0.9201
O  0.3154  -4.9024  -5.8717  -0.0080
C  0.0896  -3.5951  -6.4108  -0.7816
C  1.4359  -3.0126  -6.5466  0.7253
N  2.1864  -3.5757  -7.5676  -0.1997
C  3.4381  -2.8894  -7.7527  -0.0342
C  4.2407  -3.4822  -8.8901  -0.6656
O  5.5409  -2.9535  -8.8943  -0.2261
C  6.3643  -3.6504  -9.8336  -0.8173
H  -1.2372  -5.0118  -4.6068  0.2530
H  -0.8577  -6.5825  -5.3390  0.2518
H  -1.7382  -5.3295  -6.3183  0.3190
H  -0.5816  -2.9933  -5.7850  0.2647
H  -0.4376  -3.7247  -7.3526  0.5261
H  1.8201  -3.0531  -5.4995  -0.6790
H  1.3572  -1.8647  -6.6498  0.1302
H  2.3195  -4.5781  -7.5239  0.2720
H  4.0812  -2.8466  -6.8467  -0.1077
H  3.2191  -1.8267  -7.9899  0.2004
H  3.7264  -3.2743  -9.8035  0.3884
H  4.2620  -4.5750  -8.7861  0.3170
H  5.9654  -3.6066  -10.8357  0.3425
H  6.4933  -4.6962  -9.4224  0.2980
H  7.2981  -3.1192  -9.8663  0.2482
C  -9.1180  -1.5277  0.4310  -0.9603
O  -7.7450  -1.3808  0.5685  0.0223
C  -7.1537  -1.2032  -0.6997  -1.2160
C  -5.6544  -1.3909  -0.6373  0.9310
N  -5.2173  -2.7409  -0.3522  -0.2686
C  -3.8218  -2.9069  -0.0202  0.9319
C  -3.3928  -4.3573  -0.0104  -0.6161
O  -4.2166  -4.9846  0.9734  -0.2337
C  -3.7582  -6.2366  1.3271  -0.5155
H  -9.6146  -1.5723  1.4152  0.2372
H  -9.3811  -2.3744  -0.2796  0.2866
H  -9.5211  -0.6817  -0.1392  0.3872
H  -7.3653  -0.2072  -1.1210  0.4980
H  -7.6036  -1.8931  -1.3890  0.5021
H  -5.2838  -0.7478  0.1888  -0.4984
H  -5.0693  -1.1055  -1.5699  -0.2372
H  -5.7723  -3.2520  0.3112  0.3889
H  -3.5585  -2.4809  0.9430  -0.2664
H  -3.1271  -2.4759  -0.7814  -0.3668
H  -2.3521  -4.4839  0.1700  -0.1341
H  -3.4925  -4.8702  -0.9781  0.4066
H  -3.5562  -6.8195  0.4026  0.3700
H  -4.6276  -6.6957  1.8048  0.1444
H  -2.8108  -6.2208  1.9051  0.0577
C  -1.7572  1.9465  9.6529  -0.7864
O  -1.8579  2.7113  8.4596  -0.1249
C  -2.9853  3.5677  8.3818  -1.0199
C  -2.8056  4.5965  7.2842  0.4280
N  -1.6586  5.4434  7.6424  -0.4552
C  -1.0814  6.0487  6.4283  0.8372
C  -0.0441  7.1883  6.8387  -1.0082
O  1.1482  6.5938  7.2315  -0.1747
C  1.9642  7.4553  8.0640  -0.9193
H  -1.9236  2.6624  10.4745  0.3419
H  -0.7692  1.4755  9.6584  0.1851
H  -2.6317  1.2402  9.6388  0.2777
H  -3.1364  4.1577  9.3489  0.5879
H  -3.9290  2.9958  8.1949  0.2234
H  -3.6959  5.2707  7.3635  0.3458
H  -2.6581  3.9865  6.3397  -0.3445
H  -0.9515  4.8038  8.0290  0.3344
H  -1.8335  6.5095  5.7700  0.3181
H  -0.5422  5.3777  5.8079  -0.6802
H  -0.3922  7.8927  7.6442  0.4193
H  0.2512  7.7797  5.9366  0.3214
H  2.2295  8.3744  7.4634  0.3497
H  2.8691  6.9314  8.3187  0.2454
H  1.4387  7.9067  8.9195  0.3363
C  2.9475  -7.1796  -6.4091  -0.6679
O  3.8317  -6.5213  -5.5565  -0.3064
C  3.4682  -6.6794  -4.1754  -0.5615
C  4.3421  -5.8397  -3.2535  -0.9873
N  4.1926  -4.4255  -3.4985  0.8134
C  5.3037  -3.7263  -2.8717  -1.5041
C  5.5548  -2.3507  -3.4460  0.6112
O  5.7311  -2.2381  -4.8071  -0.1432
C  6.8596  -2.9011  -5.3649  -0.9731
H  2.8393  -8.2168  -6.0803  0.3476
H  3.2971  -7.2911  -7.4585  0.2372
H  2.0063  -6.6577  -6.4244  0.1336
H  3.5245  -7.7468  -3.8830  0.5409
H  2.4411  -6.3422  -3.9345  0.0869
H  5.3512  -6.2363  -3.3663  0.5294
H  4.0592  -6.0873  -2.2349  0.4114
H  4.2570  -4.2185  -4.5009  -0.3306
H  6.2340  -4.3147  -2.9750  0.6168
H  5.1781  -3.6423  -1.8250  0.2075
H  6.2616  -1.7907  -2.8755  0.8047
H  4.5971  -1.8013  -3.2408  -1.0642
H  6.7738  -2.8810  -6.4281  0.2237
H  6.7853  -3.9664  -5.1339  0.3923
H  7.8310  -2.4933  -5.0117  0.2760
C  5.3255  8.8818  -0.9311  -0.7946
O  3.9594  8.5720  -1.0743  -0.2279
C  3.1648  9.3025  -0.1554  -0.8456
C  1.7814  8.6896  -0.1234  -0.3958
N  1.8407  7.3424  0.4260  -0.0036
C  1.5382  6.2986  -0.6087  -0.5661
C  0.0648  6.2717  -0.8853  0.3042
O  -0.0710  5.3880  -1.9401  -0.1234
C  -1.3712  4.8048  -1.9719  -0.9239
H  5.3984  9.9378  -1.1459  0.3705
H  5.9418  8.3338  -1.6356  0.1957
H  5.7616  8.7172  0.0664  0.3222
H  3.1130  10.3617  -0.4590  0.4786
H  3.6149  9.2167  0.8513  0.3866
H  1.3507  8.5634  -1.1410  0.2377
H  1.0933  9.3942  0.4536  0.2431
H  2.8450  7.2054  0.6814  0.2575
H  1.8658  5.3161  -0.3046  -0.2541
H  2.2359  6.3782  -1.4908  0.2250
H  -0.4462  7.2103  -1.1309  0.2867
H  -0.3823  5.9134  0.0283  -0.0687
H  -1.6926  4.4911  -2.9876  0.0250
H  -2.1529  5.4824  -1.6410  0.6666
H  -1.2519  3.9374  -1.3712  0.1525
C  7.8277  0.6107  -5.4955  -0.7016
O  6.9728  0.5845  -4.3838  -0.2280
C  5.6954  1.3462  -4.6633  -0.9915
C  5.0906  1.6247  -3.2837  0.6493
N  5.9140  2.6108  -2.5327  -0.2406
C  5.6054  2.7092  -1.1716  1.3876
C  5.9836  4.0959  -0.6461  -1.1853
O  7.3801  4.1989  -0.8791  -0.3522
C  7.7568  5.5538  -0.6329  -0.6473
H  8.8550  0.5272  -5.1342  0.2569
H  7.7575  1.5495  -6.0478  0.3382
H  7.6023  -0.1714  -6.2124  0.1630
H  4.9999  0.7784  -5.2638  0.3503
H  6.0576  2.3012  -5.1789  0.6494
H  5.0954  0.5983  -2.7867  -0.2758
H  3.9865  1.7991  -3.4139  -0.3555
H  6.8435  2.2882  -2.7303  0.3047
H  6.2324  2.0225  -0.5598  -0.0579
H  4.5445  2.5200  -1.0235  -0.8149
H  5.7003  4.3329  0.3540  0.6663
H  5.3979  4.6986  -1.3394  0.3583
H  8.7867  5.6077  -0.9781  0.2939
H  7.7716  5.8189  0.4406  0.2635
H  7.0628  6.2183  -1.1959  0.1913
C  -4.6794  2.5445  -3.9801  0.3903
O  -5.4363  3.2818  -3.2703  -0.8902
N  -5.0321  2.2451  -5.3219  -0.3164
N  -3.4829  2.0343  -3.5650  1.2791
H  -4.3837  1.9060  -6.0050  0.1988
H  -5.7775  2.8655  -5.6182  0.2863
H  -3.0049  1.4218  -4.2271  -0.3283
H  -3.3807  2.0519  -2.5563  -0.6195
C  -6.1176  0.4265  3.4738  0.5781
O  -5.3144  0.9200  4.2684  -0.6668
N  -6.9432  1.2105  2.7555  -0.2624
N  -6.1355  -0.9430  3.2254  0.0941
H  -6.6675  2.1987  2.6707  0.0975
H  -7.6166  0.8486  2.0877  0.2090
H  -5.6587  -1.5657  3.8657  -0.1669
H  -6.9130  -1.4179  2.8213  0.2139
C  0.9427  3.2618  -4.7500  0.6581
O  0.6833  2.3586  -5.4954  -0.5489
N  1.1503  3.1245  -3.4347  0.5791
N  1.0673  4.5515  -5.1879  -0.3256
H  1.2233  2.1822  -3.0659  -0.7085
H  1.1784  3.8657  -2.7140  -0.2074
H  0.6454  4.8560  -6.0395  0.2750
H  1.2574  5.1997  -4.4556  0.1258
C  -1.1153  5.3707  2.8906  -0.4794
O  -2.0569  6.1868  3.0556  -0.8764
N  0.1859  5.7150  2.9104  0.4124
N  -1.3320  4.0233  2.6170  1.5123
H  0.8799  4.9936  2.6755  0.0055
H  0.3456  6.7113  3.0951  0.2235
H  -2.1929  3.7124  2.1648  -0.2663
H  -0.4807  3.6240  2.1749  -0.5841
C  -3.8139  0.0307  7.2553  0.4183
O  -3.3035  -0.3967  8.2841  -0.7284
N  -3.1769  0.9193  6.4016  0.1693
N  -5.0450  -0.4713  6.7934  -0.2599
H  -3.8104  1.3893  5.7573  0.0294
H  -2.5017  1.5096  6.8372  -0.0585
H  -5.5509  0.0656  6.1038  0.2311
H  -5.2656  -1.3633  7.2405  0.2053
C  2.1838  2.4209  1.1258  -0.3350
O  1.5463  3.2905  1.7626  -0.2224
N  1.9076  1.8983  -0.1430  1.5840
N  3.2701  1.7862  1.5869  -0.2683
H  2.4660  1.2591  -0.6729  -0.2947
H  1.2676  2.4729  -0.6928  -0.9700
H  3.4496  1.5013  2.5450  0.4793
H  3.4901  1.0764  0.9250  0.1002
C  -4.1053  2.2391  0.0834  -1.0707
O  -3.2686  1.6226  -0.5684  0.2115
N  -3.8250  2.4234  1.5151  2.3168
N  -5.2662  2.7265  -0.4637  0.0878
H  -4.6447  2.6106  2.0463  -0.5860
H  -3.2523  1.6730  1.8936  -1.2412
H  -5.8232  3.2918  0.1831  0.1139
H  -5.3094  2.8871  -1.4486  0.2791
C  4.2133  -1.3502  0.2535  -0.2627
O  3.7225  -0.3151  -0.1642  -0.1443
N  3.5251  -2.4742  0.4141  0.6751
N  5.5883  -1.5247  0.6193  -0.3735
H  2.5957  -2.5257  0.1001  -1.0200
H  3.9671  -3.3965  0.5091  0.2929
H  5.5851  -2.1982  1.3530  0.2172
H  6.0076  -0.6732  0.9181  0.3222
C  -5.4962  4.8586  2.6330  0.2400
O  -6.3576  4.0163  2.4975  -0.7628
N  -5.1970  5.6685  1.5266  -0.2534
N  -4.7505  4.9463  3.8182  -0.2324
H  -4.7927  6.6004  1.6077  0.2525
H  -5.8913  5.5402  0.7840  0.2497
H  -3.8676  5.4210  3.9141  0.1807
H  -4.8007  4.0604  4.3381  0.2139
C  0.8966  -4.5344  -2.2822  -0.0634
O  2.0351  -3.7745  -1.9227  1.7013
H  0.4243  -4.1133  -3.1553  -0.2379
H  1.1600  -5.5577  -2.4848  -0.3250
H  0.1702  -4.5257  -1.4709  -0.1614
H  2.7331  -3.8094  -2.6208  -0.4581

Atomic forces in eV per Å
1.0 -0.2 -0.6
-0.4 0.3 0.8
0.4 0.8 0.1
1.0 -0.7 0.2
-1.1 -0.6 -1.1
0.2 -0.1 -1.0
0.6 0.0 0.2
0.2 0.0 0.0
0.2 0.6 0.4
0.1 0.3 0.3
0.3 0.1 0.2
-0.6 0.4 -0.6
-0.2 -0.2 -0.8
-0.9 -0.2 0.2
0.4 -0.6 0.0
-0.2 0.3 0.8
0.3 0.4 0.3
-1.2 0.4 0.4
0.0 -0.9 0.7
0.2 0.4 -0.1
0.1 0.2 -0.3
0.5 -0.4 0.3
-0.6 -0.2 -0.5
-0.3 0.1 -0.1
-0.7 -1.0 -0.3
0.4 -0.2 -0.5
0.8 -1.1 0.5
-0.8 0.5 1.0
-1.3 0.0 0.8
-0.4 1.6 -0.1
1.6 -1.3 -0.5
0.1 0.0 0.3
0.1 -0.3 -1.1
0.3 0.2 0.2
-0.2 1.0 0.1
0.3 -0.3 0.0
-0.4 0.2 0.0
0.0 0.2 -0.5
0.0 0.0 -0.3
0.3 0.1 -0.1
0.7 -0.5 0.0
0.1 -0.1 -0.1
0.0 -0.5 0.2
0.0 0.6 0.4
-0.9 0.4 -0.7
0.4 0.0 0.4
-0.2 -0.3 0.2
0.1 0.4 0.1
-1.0 -0.9 0.9
0.1 -0.1 0.1
0.0 0.8 1.4
-0.9 -0.1 -1.1
-0.2 -0.7 -1.2
-0.2 -0.7 -0.8
1.0 0.0 1.1
-2.2 -0.2 0.0
1.2 2.6 1.4
-0.1 0.7 -0.7
0.6 0.3 0.1
0.5 -0.1 -0.4
0.0 0.0 -1.5
-0.1 -0.2 0.7
0.0 0.0 -0.2
1.2 0.3 1.2
0.3 0.4 0.4
0.3 0.4 -0.1
-0.4 0.5 0.1
0.3 -0.6 0.0
0.3 -0.2 0.1
-0.2 -1.3 -0.8
0.1 -0.3 -0.4
-0.3 -0.7 0.0
0.3 -0.8 0.6
-0.3 0.1 0.7
0.2 -0.4 -1.6
-0.8 0.3 0.5
0.3 -0.7 0.7
0.6 1.2 -0.5
1.1 -1.2 -0.3
-0.8 0.6 1.1
-0.6 1.1 1.3
0.7 0.5 -0.3
0.2 0.1 -0.1
-0.7 0.5 -0.5
-0.5 0.5 0.6
-0.1 -0.3 0.3
0.0 0.6 -0.4
0.6 -1.0 -0.4
0.0 0.3 -0.3
-0.1 -0.1 0.2
-0.7 -0.2 0.0
-0.9 -0.1 0.4
0.2 0.4 -0.4
0.2 0.1 -0.1
0.9 -0.4 -1.6
0.0 -1.1 -0.2
1.1 -0.2 -1.3
-0.1 0.8 -0.2
1.2 -1.0 -0.8
1.5 0.4 -0.5
-1.2 0.4 -1.1
1.1 0.8 1.1
-0.1 -0.8 -0.1
0.3 -0.9 -0.2
-2.1 1.6 -1.8
-0.2 0.1 0.1
-0.1 0.2 0.4
-1.3 -0.2 0.7
-0.3 0.2 0.0
-0.6 -0.2 0.5
-0.7 -0.4 0.5
0.3 -0.4 0.3
0.6 -0.3 1.1
-0.5 0.7 0.0
-0.8 -0.2 -0.9
0.4 0.1 0.1
-0.4 0.2 0.2
0.4 -0.3 -0.6
0.4 0.0 1.8
1.0 -0.5 0.7
-0.2 -0.2 0.9
-0.9 -0.4 -0.4
-0.6 -0.8 0.0
-0.9 3.0 2.0
1.2 -0.3 -1.5
0.8 0.9 0.1
-0.2 -0.3 0.8
0.2 -0.1 -0.5
-0.2 -0.4 1.6
-0.5 -0.2 -0.2
0.3 0.8 -0.4
0.7 -0.1 0.3
0.2 -0.1 0.4
0.0 0.1 -0.5
0.6 -0.4 -0.3
0.0 -1.6 -0.5
-0.2 0.0 0.4
-0.2 -0.2 -0.2
0.1 -0.5 0.1
-0.3 0.2 -1.0
0.2 -0.2 0.1
-0.4 -0.4 -0.4
0.1 0.8 -0.9
0.6 0.0 0.2
-1.2 -0.2 -1.2
0.6 -0.1 0.4
0.8 0.4 -0.7
1.6 0.2 0.5
-0.1 -1.0 -0.7
1.0 -0.1 -1.4
-1.8 -0.1 0.1
0.5 1.0 -0.5
0.0 -1.1 -0.6
0.3 -0.3 -0.5
0.3 0.3 1.2
-0.2 0.4 0.3
0.0 0.0 0.4
-0.2 -0.7 -0.5
-0.1 0.3 -0.4
-1.2 0.2 0.9
-0.3 0.2 0.3
0.1 0.3 0.4
-0.8 0.4 0.4
1.2 0.2 0.9
-0.6 0.2 -0.1
0.0 0.0 0.3
0.6 -0.3 0.5
-0.6 0.0 0.1
-1.8 0.3 -0.1
0.2 0.7 -0.8
-0.9 0.3 1.3
0.2 -0.3 0.7
0.4 -0.6 -1.1
0.6 2.7 1.5
-0.9 0.2 -1.1
1.3 -0.2 2.1
-0.8 1.2 -1.9
0.5 -0.4 0.2
-0.4 0.0 0.1
1.2 0.1 0.3
0.3 -0.9 -0.8
0.6 0.2 0.2
0.4 -0.8 -0.9
-0.4 1.1 0.4
-0.2 0.4 -0.2
-0.1 -0.1 0.5
0.6 -1.0 -0.6
-0.2 -0.8 -0.7
-0.8 0.0 0.3
0.1 -0.8 0.3
0.1 -0.3 0.3
-0.1 -0.8 0.1
-0.1 -1.0 -0.7
0.6 0.6 1.1
-0.6 0.1 0.3
-0.3 -1.3 -1.0
0.6 0.5 -0.4
1.6 -0.3 -1.2
-2.6 0.8 1.1
0.3 -0.2 -1.4
-0.1 -0.4 1.1
-0.4 -0.1 0.1
0.4 0.6 0.7
-0.7 0.0 0.0
0.1 0.3 -0.2
0.0 -0.2 -0.8
0.5 0.4 -0.1
-0.2 0.1 0.3
-0.2 -0.3 0.2
-0.1 -0.1 -0.1
-0.5 0.3 1.3
1.1 0.2 0.4
0.6 -0.2 -0.3
0.0 0.6 -0.8
0.4 -0.2 0.3
-0.6 -0.1 -0.1
0.1 0.5 0.0
0.1 -0.7 0.4
-0.1 0.1 -0.3
-0.9 0.5 -0.3
1.3 -1.2 0.0
1.7 1.4 0.1
0.6 0.2 0.1
-0.7 -0.4 -1.5
0.0 -0.1 -1.2
0.6 0.6 -0.1
-0.3 -0.2 -0.3
-0.5 -0.2 0.1
0.1 -0.1 0.2
-0.1 0.2 -0.2
0.4 0.7 0.4
0.7 -1.0 -0.5
-1.3 -0.1 -0.1
-0.3 -0.4 1.0
-1.1 0.8 0.1
0.4 0.3 0.1
-0.5 -0.4 0.4
0.7 0.2 0.4
0.0 0.1 0.4
-0.8 -1.0 0.8
0.3 0.2 0.0
-1.9 1.1 -0.4
2.3 0.8 1.1
-0.1 -1.4 0.0
-1.4 -0.9 -3.0
0.8 -0.1 2.6
-0.3 -1.3 -2.2
-0.7 1.2 0.8
0.2 -0.4 -0.3
0.0 -0.2 -0.1
0.0 0.2 0.0
0.0 -0.4 -0.1
0.1 -0.3 -0.4
-0.9 -1.1 0.6
0.1 0.9 -0.2
1.0 0.8 0.3
0.6 0.3 0.3
-0.7 -0.3 -0.1
0.0 -0.1 0.3
-0.1 -0.1 1.0
0.3 1.0 0.0
0.0 0.4 -0.2
-0.3 -0.2 -0.3
0.7 -0.1 0.4
-0.8 0.9 -1.0
1.6 -1.8 -1.2
-0.9 1.1 2.3
-1.3 0.5 -0.4
0.6 0.0 0.0
0.3 -0.3 -0.1
0.0 0.2 0.6
0.6 -0.5 0.0
0.1 -1.2 -0.4
0.2 0.2 0.1
-0.4 0.5 -0.6
0.2 0.5 0.8
-0.5 -0.5 0.4
0.6 -0.1 0.2
0.4 0.4 0.2
-0.5 0.3 -0.7
0.1 2.2 0.0
-0.5 -2.0 -1.3
0.7 -0.5 2.6
0.4 -0.1 0.6
-0.4 0.1 -0.3
-0.2 -0.3 -1.3
-0.3 0.0 -0.3
-0.1 0.8 0.0
-2.0 -0.1 -0.8
1.2 -0.9 0.2
-0.1 0.4 0.5
1.4 0.3 -0.5
-0.1 1.0 0.1
0.4 -1.0 -0.4
0.1 0.5 0.2
-1.0 -0.2 0.4
-0.5 -0.8 -0.5
-0.1 0.1 -0.4
-1.5 -0.3 0.0
1.8 0.3 1.2
0.3 -0.2 0.0
0.5 0.3 0.5
-0.1 -0.7 -0.2
-0.5 0.9 -0.5
-0.3 0.0 0.4
0.4 -1.1 -1.6
-2.2 2.8 0.0
0.9 -0.3 0.6
0.5 -0.3 0.3
0.2 -0.4 0.3
-0.5 0.7 0.4
0.9 -0.7 0.0
0.5 -0.3 1.6
0.0 0.2 -0.4
-0.7 -0.1 -2.8
0.8 0.0 3.1
-0.6 0.1 0.6
0.0 0.1 -0.4
0.1 -0.3 -0.6
-0.1 0.2 -1.1
1.8 0.0 0.1
0.3 0.0 -0.3
0.4 -1.9 0.5
-1.9 0.2 -0.8
-1.2 0.1 -0.7
-0.2 1.0 0.0
0.6 -0.5 0.6
0.4 0.7 0.0
2.3 1.5 0.2
-0.9 -1.1 -0.2
-0.5 -0.1 0.8
-1.3 -1.0 -0.8
0.0 -0.6 0.2
0.5 0.3 0.6
0.3 0.4 -0.7
-0.2 0.8 -0.3
0.4 0.5 0.1
-0.1 0.3 0.6
-0.3 0.1 -0.5
0.0 -0.6 -0.1
0.1 0.1 0.1
-0.3 -0.4 0.0